# 1
Formula: C40H80O30
Source: the OMol25 dataset
Level of theory: ωB97M-V/def2-TZVPD

```
150
Properties=species:S:1:pos:R:3:lowdin_charge:R:1
C -7.9360 -0.4137 -7.7135 -0.044
C -9.1947 0.2556 -8.3423 -0.141
O -9.2044 0.4874 -9.8131 -0.010
C -9.6231 -0.4630 -10.6610 -0.530
O -9.9280 -1.6357 -10.4191 0.086
O -9.8875 0.1670 -11.8724 -0.035
C -10.3848 -0.6420 -12.9609 -0.052
H -7.5118 -1.2405 -8.2831 0.080
H -8.3785 -0.7719 -6.7839 0.073
H -7.1755 0.3146 -7.4320 0.070
H -9.3804 1.2786 -8.0151 0.122
H -10.1069 -0.3387 -8.3956 0.114
H -10.7371 -0.0215 -13.7849 0.086
H -11.2138 -1.2936 -12.6846 0.091
H -9.5540 -1.1841 -13.4124 0.091
C 1.4367 -1.4556 13.5389 -0.047
C 2.3923 -0.2223 13.3685 -0.188
O 1.9708 0.6039 12.2836 0.048
C 0.8791 1.3000 12.3382 -0.577
O 0.0157 1.3392 13.2938 0.035
O 0.6586 1.8293 11.1596 -0.005
C -0.5542 2.5885 10.9366 -0.009
H 0.5256 -1.0757 14.0012 0.068
H 1.8824 -2.2661 14.1156 0.072
H 1.2922 -1.8314 12.5260 0.079
H 3.4291 -0.5332 13.2403 0.116
H 2.4725 0.3410 14.2982 0.119
H -0.4644 3.0157 9.9378 0.094
H -0.7069 3.2631 11.7790 0.098
H -1.3310 1.8281 10.8568 0.097
C 1.2001 3.7737 2.4184 -0.079
C 0.0486 3.9659 1.5291 -0.245
O -0.5401 2.7562 1.0985 0.025
C -0.1764 2.1801 -0.0713 -0.567
O 0.7462 2.4668 -0.8353 0.106
O -1.0634 1.2192 -0.2358 0.004
C -0.8792 0.2283 -1.2617 -0.031
H 1.8818 3.0470 1.9766 0.088
H 0.9959 3.4473 3.4381 0.079
H 1.6743 4.7041 2.7308 0.083
H 0.2200 4.5638 0.6339 0.131
H -0.6894 4.4618 2.1596 0.125
H -0.9670 0.6161 -2.2766 0.096
H -1.5352 -0.6164 -1.0512 0.093
H 0.0960 -0.2559 -1.2093 0.093
C 7.8158 6.0361 6.2775 -0.076
C 8.6099 4.7782 5.8626 -0.230
O 9.8236 5.1511 5.2438 0.034
C 9.8716 5.1958 3.8833 -0.556
O 8.9820 4.8057 3.1184 0.095
O 11.0451 5.6639 3.5418 0.012
C 11.5412 5.7376 2.1989 -0.021
H 7.8213 6.7830 5.4836 0.073
H 8.5127 6.5754 6.9190 0.069
H 6.8372 5.9211 6.7434 0.081
H 7.8607 4.2936 5.2365 0.115
H 8.6844 4.2558 6.8164 0.122
H 11.3314 6.7240 1.7854 0.094
H 11.1855 4.9036 1.5939 0.099
H 12.6295 5.7518 2.1409 0.089
C 0.2910 -3.9427 -11.6130 -0.055
C 1.3617 -3.8239 -10.4689 -0.183
O 1.2235 -2.5114 -9.8870 0.036
C 2.2760 -1.8965 -9.4171 -0.609
O 3.4091 -2.3806 -9.4239 0.087
O 1.8651 -0.7603 -8.8593 0.010
C 2.8961 0.1925 -8.3803 -0.002
H 0.4860 -4.7000 -12.3723 0.070
H 0.3790 -2.9918 -12.1386 0.077
H -0.6705 -4.1910 -11.1637 0.069
H 2.3037 -3.8397 -11.0171 0.110
H 1.4156 -4.6928 -9.8130 0.125
H 2.7213 0.3789 -7.3207 0.086
H 2.8051 1.1345 -8.9212 0.090
H 3.9170 -0.1891 -8.3680 0.087
C 5.1387 -7.8777 -4.4099 -0.070
C 5.1713 -8.3814 -5.8694 -0.242
O 5.6887 -9.6653 -5.8606 0.033
C 4.9430 -10.7340 -5.5189 -0.610
O 3.7348 -10.6984 -5.2647 0.092
O 5.6310 -11.7872 -5.7031 0.021
C 5.3260 -13.1783 -5.3262 0.024
H 6.1926 -7.7952 -4.1439 0.081
H 4.3498 -8.3240 -3.8044 0.077
H 4.7634 -6.8666 -4.2519 0.069
H 5.7677 -7.6432 -6.4055 0.122
H 4.1714 -8.2547 -6.2846 0.121
H 4.3329 -13.4290 -5.6992 0.098
H 5.5588 -13.4364 -4.2931 0.095
H 6.0888 -13.7423 -5.8629 0.089
C 0.8035 -9.1559 5.1847 -0.063
C 1.1070 -8.4270 3.8697 -0.192
O 0.1648 -8.9815 2.9282 0.018
C -0.0756 -8.3283 1.8051 -0.616
O 0.2713 -7.1589 1.5790 0.094
O -0.5951 -9.2157 1.0293 0.036
C -0.8111 -8.8823 -0.3188 -0.044
H 1.2174 -8.6435 6.0532 0.076
H 1.0731 -10.2112 5.1432 0.075
H -0.2832 -9.1698 5.2674 0.078
H 2.0710 -8.6506 3.4126 0.128
H 1.0241 -7.3582 4.0667 0.121
H 0.0616 -8.3661 -0.7189 0.098
H -1.6674 -8.2340 -0.5045 0.098
H -0.9706 -9.7499 -0.9592 0.096
C -2.8940 8.2913 -5.8466 -0.053
C -3.6280 6.9733 -5.4135 -0.216
O -4.9523 6.9618 -5.8645 0.002
C -6.0226 7.4484 -5.1717 -0.477
O -6.0375 7.8356 -4.0093 0.107
O -7.1656 7.2356 -5.9648 -0.052
C -8.4477 7.6908 -5.5334 -0.054
H -1.9706 8.1221 -5.2927 0.072
H -3.2674 9.1185 -5.2430 0.069
H -2.8808 8.5497 -6.9054 0.079
H -3.6519 6.9129 -4.3254 0.121
H -3.0761 6.1495 -5.8659 0.121
H -8.5151 8.7564 -5.3141 0.097
H -8.6099 7.0617 -4.6582 0.092
H -9.1859 7.3440 -6.2565 0.091
C -6.2962 -6.7191 8.6477 -0.078
C -6.2834 -5.3556 9.1651 -0.299
O -5.8057 -4.3635 8.3148 0.008
C -4.4306 -4.2252 7.9989 -0.437
O -3.4574 -4.8278 8.3669 0.144
O -4.4410 -3.1930 7.0240 -0.062
C -3.3220 -2.9973 6.2001 -0.073
H -6.7575 -6.7658 7.6612 0.089
H -6.9237 -7.3441 9.2830 0.085
H -5.2821 -7.1160 8.6030 0.083
H -5.7425 -5.2677 10.1073 0.127
H -7.2760 -5.1094 9.5424 0.125
H -2.5364 -2.3264 6.5476 0.094
H -3.9035 -2.5289 5.4060 0.097
H -2.9708 -3.9716 5.8604 0.097
C 0.2148 10.4269 4.7624 -0.058
C 0.5771 10.5787 3.2485 -0.171
O 1.9852 10.3073 3.0112 0.012
C 2.5309 9.9567 1.8312 -0.597
O 2.0101 9.9134 0.7378 0.117
O 3.8212 9.8095 2.0770 -0.010
C 4.7248 9.5075 1.0033 -0.023
H 0.3412 9.4634 5.2561 0.066
H -0.8402 10.6253 4.9516 0.072
H 0.8619 11.0331 5.3962 0.072
H 0.4337 11.6130 2.9359 0.116
H -0.0339 10.0898 2.4896 0.117
H 4.4870 10.2592 0.2507 0.095
H 4.7292 8.4660 0.6819 0.101
H 5.7157 9.8135 1.3390 0.091
```

As for the charge: 0. For the total energy, the calculation gives -104196.522 eV. As for the SMILES: CCOC(=O)OC.CCOC(=O)OC.CCOC(=O)OC.CCOC(=O)OC.CCOC(=O)OC.CCOC(=O)OC.CCOC(=O)OC.CCOC(=O)OC.CCOC(=O)OC.CCOC(=O)OC. As for the frontier orbital gap: 0.3987 Ha. The relative energy (zero: lowest compared OMol25 entry of this formula, charge and spin) comes out at 773.7 kJ/mol.

=====

# 2
Formula: C3H3N2S
Source: the OMol25 dataset
Level of theory: ωB97M-V/def2-TZVPD

```
9
Properties=species:S:1:pos:R:3:lowdin_charge:R:1
C -0.5528 -1.1179 -0.0101 -0.253
C -0.9948 0.1834 0.0063 -0.292
C 1.3894 -0.0684 -0.0217 -0.959
N 0.8235 -1.2010 0.0268 -0.035
N 0.0343 1.0956 -0.0389 -0.014
S 2.9417 0.4005 -0.0251 0.344
H -1.2291 -1.9022 -0.1175 0.035
H -2.0905 0.5766 -0.0314 0.102
H -0.3217 2.0334 0.2115 0.072
```

As for the charge: -1. For the total energy, the calculation gives -16974.749 eV. As for the SMILES: [S-]c1ncc[nH]1. As for the frontier orbital gap: 0.2350 Ha. The relative energy (zero: lowest compared OMol25 entry of this formula, charge and spin) comes out at 127.0 kJ/mol.